Version a
Below is a structure of composition C4H5N3O, with properties calculated with the ωB97M-V functional and the def2-TZVPD basis.

ORCA input file:
```
! RIJCOSX wB97M-V def2-TZVPD def2/J DEFGRID3
* xyz 0 1
C 1.0760 -0.2329 -0.0563
C -0.7699 0.7293 -0.2213
C -1.9289 0.1945 0.2127
C -1.3996 -1.2899 0.0181
H 2.6273 -0.4759 0.5121
H -2.8573 0.3995 -0.5628
H -2.2226 0.3542 1.3094
H -1.6241 -1.9916 -0.8153
H -1.6832 -1.8228 1.0092
N 1.2371 1.0447 0.1521
N 0.0485 1.5830 -0.0631
N -0.2149 -0.4208 -0.2945
O 2.0498 -1.0397 0.0334
*
```

For the LUMO energy, the calculation gives 0.02385 hartree. As for the orbital gap: 9.38 eV.



Version b
Below is a structure of composition C4H5N3O, with properties calculated with the ωB97M-V functional and the def2-TZVPD basis.

ORCA input file:
```
! RIJCOSX wB97M-V def2-TZVPD def2/J DEFGRID3
* xyz 0 1
C -1.9266 0.2420 -0.2807
C -0.7820 -0.3513 0.4704
C 1.0511 -1.0688 -0.0614
C 0.5745 0.2236 -0.0401
H -2.3069 1.0219 0.5216
H -2.6444 -0.7466 -0.4562
H -1.9811 0.8558 -1.3796
H -0.7592 -0.1297 1.4983
H 2.0124 1.8032 -0.3157
N 2.4722 -1.1457 -0.1950
N 2.7310 0.0799 0.0143
N 1.7959 0.8131 0.1730
O -0.2369 -1.5975 0.0511
*
```

For the LUMO energy, the calculation gives 0.02016 hartree. As for the orbital gap: 9.74 eV.



Version c
Below is a structure of composition C4H5N3O, with properties calculated with the ωB97M-V functional and the def2-TZVPD basis.

ORCA input file:
```
! RIJCOSX wB97M-V def2-TZVPD def2/J DEFGRID3
* xyz 0 1
C -1.4044 -0.2476 0.6086
C -0.9016 1.1464 0.4432
C 0.3544 0.8681 -0.3905
C 0.0266 -0.4985 0.0044
H -2.3376 -1.3818 -0.7173
H -3.2103 0.0394 -0.5031
H -1.7317 -0.9220 1.4408
H -1.0484 1.7603 1.3149
H -1.6988 1.7282 -0.2865
N -2.2516 -0.4954 -0.6742
N 1.7410 0.9017 -0.2764
N 1.1541 -1.2473 0.2653
O 2.1341 -0.3684 -0.0557
*
```

For the LUMO energy, the calculation gives -0.00208 hartree. As for the orbital gap: 9.84 eV.



Version d
Below is a cluster of 2 separate species, C4H5N3O in total, with properties calculated with the ωB97M-V functional and the def2-TZVPD basis.

ORCA input file:
```
! RIJCOSX wB97M-V def2-TZVPD def2/J DEFGRID3
* xyz 0 1
N -1.5225 2.1006 -0.4070
C -1.0550 1.0720 -0.0345
C -0.2773 -0.1320 -0.2214
C 0.8688 -0.3557 -1.0188
C 1.0714 -1.7198 -0.9324
N 0.1717 -2.1844 -0.0388
N -0.6452 -1.2476 0.4146
H 1.4573 0.3738 -1.5648
H 1.6936 -2.3982 -1.5085
H 0.0189 -3.1498 0.2303
O -0.7688 2.4537 2.0176
H 0.1678 2.1963 1.9513
H -1.1808 2.9911 1.1125
*
```

For the LUMO energy, the calculation gives 0.02094 hartree. As for the orbital gap: 10.39 eV.



Which one sits at the bottom of the stability order? version c does.



Version a
Below is the ion C8H13N2OS with charge +1, with properties calculated with the ωB97M-V functional and the def2-TZVPD basis.

ORCA input file:
```
! RIJCOSX wB97M-V def2-TZVPD def2/J DEFGRID3
* xyz 1 1
C -3.3331 0.3297 -0.6932
C 1.7048 0.5916 -0.2763
C 0.8609 0.0717 0.6464
C 3.1794 0.0542 -0.1958
C -2.9021 -0.1737 0.7182
C -0.5648 0.3436 0.6551
C 4.1934 0.8997 -0.7852
C -1.2065 -2.0295 0.5044
N -2.7816 -0.0414 -1.7502
N -1.4897 -0.6002 0.6520
O 3.3174 -1.0127 0.3228
S -1.1834 1.9131 0.6796
H -4.0071 1.1176 -0.8078
H 1.3739 1.1481 -1.2220
H 1.1372 -0.6850 1.3460
H -2.9678 0.7306 1.4172
H -3.4579 -1.1207 1.1136
H 3.9939 1.1369 -1.8426
H 5.2830 0.6440 -0.7007
H 4.4380 1.8547 -0.1377
H -1.5793 -2.1395 -0.4713
H -0.1364 -2.3447 0.3320
H -1.6994 -2.6345 1.2243
H -2.1208 -0.7695 -1.7307
H -0.0523 2.7161 1.0017
*
```

For the LUMO energy, the calculation gives -0.17058 hartree. As for the orbital gap: 8.87 eV.



Version b
Below is the ion C8H13N2OS with charge +1, with properties calculated with the ωB97M-V functional and the def2-TZVPD basis.

ORCA input file:
```
! RIJCOSX wB97M-V def2-TZVPD def2/J DEFGRID3
* xyz 1 1
C 4.0033 0.3587 1.0065
C 3.0006 0.3501 -0.1098
O 3.1748 0.0804 -1.2989
C 1.6121 0.4747 0.4673
C 0.5425 0.5537 -0.3277
C -0.8874 0.7677 0.0611
S -1.5338 2.4295 -0.2817
N -1.2326 0.3768 1.4430
C -1.9993 -0.6035 1.5221
C -2.5987 -1.0609 0.2173
N -1.9046 -0.2117 -0.7706
C -1.1602 -0.9526 -1.7437
H 4.2874 -0.6390 1.2708
H 3.7253 0.7877 1.8646
H 4.9321 0.7361 0.6255
H 1.3673 0.5803 1.4597
H 0.6108 0.5499 -1.3644
H -2.5065 2.4696 0.7511
H -2.1785 -0.8514 2.5379
H -2.3759 -2.0611 0.0881
H -3.5767 -0.7295 0.1055
H -2.4772 0.4185 -1.1666
H -0.2423 -1.5429 -1.4457
H -1.8405 -1.7972 -2.2728
H -0.7420 -0.4841 -2.6388
*
```

For the LUMO energy, the calculation gives -0.13535 hartree. As for the orbital gap: 9.53 eV.



Which one sits at the bottom of the stability order? version b does.



Version a
Below is a cluster of 3 separate species, C3H10NO3S in total, with properties calculated with the ωB97M-V functional and the def2-TZVPD basis.

ORCA input file:
```
! RIJCOSX wB97M-V def2-TZVPD def2/J DEFGRID3
* xyz -1 1
C 0.2142 0.8574 0.6375
C 1.5985 0.0981 0.3148
S 2.1122 0.0359 -1.3905
C -0.5677 0.4567 1.7700
N -1.2243 1.6277 2.3861
O -1.0887 -0.5968 2.0913
H -0.4809 0.6094 -0.3275
H 0.7372 1.8550 0.6709
H 1.5759 -0.8718 0.5927
H 2.4108 0.5558 0.8872
H -1.8739 1.5004 3.2057
H -0.8180 2.4915 2.1868
H -0.6175 -0.7917 -4.2002
H -0.5883 0.1183 -5.4884
O -1.0150 -0.5928 -5.0305
H -0.7093 -2.0964 0.9519
H 0.5842 -2.3776 0.1901
O -0.2492 -2.8792 0.5518
*
```

For the LUMO energy, the calculation gives 0.12465 hartree. As for the orbital gap: 6.35 eV.



Version b
Below is a cluster of 3 separate species, C3H10NO3S in total, with properties calculated with the ωB97M-V functional and the def2-TZVPD basis.

ORCA input file:
```
! RIJCOSX wB97M-V def2-TZVPD def2/J DEFGRID3
* xyz -1 1
C 0.2610 -1.5868 -0.6684
C 0.2979 -0.5913 -1.9012
S 1.7339 0.4746 -1.8142
C -0.6163 -1.1086 0.4482
N -0.2786 -1.6041 1.6846
O -1.5776 -0.3756 0.3265
H 1.3005 -1.5526 -0.3231
H 0.1337 -2.5997 -1.0368
H -0.6359 -0.0393 -1.7733
H 0.2274 -1.1785 -2.8183
H -0.8452 -1.3847 2.4705
H 0.3519 -2.3770 1.8073
H 0.3608 1.2066 2.1500
H -0.5174 2.4518 1.7476
O 0.1637 2.1239 2.3355
H -0.0392 2.6012 -0.1187
H -0.0772 2.4370 -1.6019
O -0.2434 3.1030 -0.9144
*
```

For the LUMO energy, the calculation gives 0.12448 hartree. As for the orbital gap: 6.22 eV.



Which one sits at the bottom of the stability order? version a does.



Version a
Below is the ion C2H3Cl3OP with charge +1, with properties calculated with the ωB97M-V functional and the def2-TZVPD basis.

ORCA input file:
```
! RIJCOSX wB97M-V def2-TZVPD def2/J DEFGRID3
* xyz 1 1
C 0.8234 0.1654 0.1667
C -0.5526 -0.2161 -0.2459
O -0.1652 1.2369 -0.0807
P -2.4441 -0.9382 -0.0391
Cl 1.7380 0.0805 1.7258
Cl -2.1474 -2.5278 -1.2193
Cl -2.3149 -1.5894 1.8870
H -0.2754 1.4143 0.8451
H 1.5644 -0.0024 -0.6202
H -0.4894 -0.2815 -1.3334
*
```

For the LUMO energy, the calculation gives -0.15787 hartree. As for the orbital gap: 10.18 eV.



Version b
Below is a cluster of 2 separate species, C2H3Cl3OP in total, with properties calculated with the ωB97M-V functional and the def2-TZVPD basis.

ORCA input file:
```
! RIJCOSX wB97M-V def2-TZVPD def2/J DEFGRID3
* xyz 1 1
C -0.0566 -0.3988 0.1394
C -0.9718 0.5824 -0.4756
O -0.0972 0.9279 0.6156
P -2.7437 0.6131 -0.0289
Cl -3.3835 -2.3346 0.0658
Cl -2.7597 1.5529 1.6494
Cl -3.8793 1.3777 -1.3822
H -0.2847 -0.9300 1.0328
H 0.7512 -0.6381 -0.4118
H -0.6609 0.9169 -1.4294
*
```

For the LUMO energy (alpha / beta), the calculation gives -0.30412 / -0.29324 hartree. As for the orbital gap (alpha / beta): 7.31 / 7.25 eV.



Which one sits at the bottom of the stability order? version b does.